The following is a quantum chemistry calculation of a 9-piece molecular cluster, C41H83NO9 overall in a non-equilibrium geometry, from the OMol25 dataset.

Summary:
SMILES string: CC1(C)CCCC(C)(C)N1O.C1CCOC1.C1CCOC1.C1CCOC1.C1CCOC1.C1CCOC1.C1CCOC1.C1CCOC1.C1CCOC1
Frontier orbital gap: 8.69 eV
Multiplicity: 1

Each atom is followed by the atoms it is bonded to, with distances in Å.
CARTESIAN COORDINATES (ANGSTROEM)
1 C 4.718 3.320 0.636  C2 1.586, H12 1.146, H13 1.121, H14 1.094
2 C 3.437 2.567 1.188  C1 1.586, C3 1.523, C4 1.568, N10 1.497
3 C 2.879 1.659 0.100  C2 1.523, H15 1.110, H16 1.087, H17 1.070
4 C 3.866 1.706 2.426  C2 1.568, C5 1.545, H18 1.116, H19 1.109
5 C 4.253 2.607 3.620  C4 1.545, C6 1.541, H20 1.082, H21 1.085
6 C 2.925 3.314 3.951  C5 1.541, C7 1.492, H22 1.120, H23 1.062
7 C 2.445 4.250 2.893  C6 1.492, C8 1.499, C9 1.538, N10 1.485
8 C 1.062 4.731 3.221  C7 1.499, H24 1.096, H25 1.075, H26 1.101
9 C 3.419 5.435 2.790  C7 1.538, H27 1.134, H28 1.102, H29 1.091
10 N 2.354 3.512 1.608  C2 1.497, C7 1.485, O11 1.402
11 O 1.796 4.246 0.552  N10 1.402, H30 0.975
12 H 4.533 3.803 -0.387  C1 1.146
13 H 5.344 3.935 1.335  C1 1.121
14 H 5.343 2.470 0.347  C1 1.094
15 H 3.647 1.132 -0.503  C3 1.110
16 H 2.165 0.966 0.537  C3 1.087
17 H 2.383 2.251 -0.640  C3 1.070
18 H 2.982 1.088 2.715  C4 1.116
19 H 4.607 1.030 1.952  C4 1.109
20 H 4.464 1.950 4.454  C5 1.082
21 H 5.155 3.203 3.524  C5 1.085
22 H 2.958 3.856 4.931  C6 1.120
23 H 2.249 2.514 4.123  C6 1.062
24 H 0.810 5.529 2.513  C8 1.096
25 H 0.864 5.061 4.224  C8 1.075
26 H 0.376 3.881 3.087  C8 1.101
27 H 3.104 6.120 1.942  C9 1.134
28 H 4.491 5.201 2.689  C9 1.102
29 H 3.202 6.052 3.663  C9 1.091
30 H 2.317 5.064 0.456  O11 0.975
31 C 1.269 -4.230 2.068  C32 1.502, C35 1.525, H36 1.108, H37 1.143
32 C 0.554 -5.028 3.120  C31 1.502, C33 1.527, H38 1.074, H39 1.091
33 C 0.360 -3.957 4.192  C32 1.527, O34 1.389, H40 1.087, H41 1.097
34 O 0.157 -2.768 3.503  C33 1.389, C35 1.436
35 C 1.146 -2.762 2.461  C31 1.525, O34 1.436, H42 1.088, H43 1.115
36 H 0.877 -4.374 1.041  C31 1.108
37 H 2.356 -4.573 1.983  C31 1.143
38 H 1.087 -5.903 3.440  C32 1.074
39 H -0.406 -5.414 2.774  C32 1.091
40 H 1.221 -3.961 4.855  C33 1.087
41 H -0.502 -4.142 4.845  C33 1.097
42 H 1.967 -2.232 2.939  C35 1.088
43 H 0.768 -2.213 1.567  C35 1.115
44 C -3.984 -3.217 2.292  C45 1.520, C48 1.541, H49 1.113, H50 1.072
45 C -4.794 -3.920 3.370  C44 1.520, C46 1.504, H51 1.109, H52 1.067
46 C -3.912 -5.110 3.630  C45 1.504, O47 1.403, H53 1.100, H54 1.067
47 O -3.481 -5.539 2.366  C46 1.403, C48 1.419
48 C -3.447 -4.420 1.494  C44 1.541, O47 1.419, H55 1.061, H56 1.112
49 H -3.112 -2.739 2.791  C44 1.113
50 H -4.430 -2.406 1.750  C44 1.072
51 H -5.744 -4.285 2.928  C45 1.109
52 H -4.940 -3.361 4.267  C45 1.067
53 H -4.428 -5.950 4.118  C46 1.100
54 H -3.072 -4.885 4.248  C46 1.067
55 H -3.993 -4.593 0.601  C48 1.061
56 H -2.367 -4.337 1.242  C48 1.112
57 C -5.209 1.525 -3.183  C58 1.498, C61 1.566, H62 1.099, H63 1.133
58 C -5.170 0.042 -2.978  C57 1.498, C59 1.474, H64 1.091, H65 1.101
59 C -3.780 -0.198 -2.551  C58 1.474, O60 1.452, H66 1.100, H67 1.109
60 O -2.994 0.847 -3.182  C59 1.452, C61 1.373
61 C -3.816 1.698 -3.877  C57 1.566, O60 1.373, H68 1.028, H69 1.093
62 H -5.306 2.125 -2.268  C57 1.099
63 H -6.022 1.878 -3.889  C57 1.133
64 H -5.338 -0.414 -3.955  C58 1.091
65 H -5.790 -0.326 -2.147  C58 1.101
66 H -3.520 -1.235 -2.814  C59 1.100
67 H -3.759 -0.131 -1.444  C59 1.109
68 H -4.000 1.394 -4.842  C61 1.028
69 H -3.375 2.691 -3.759  C61 1.093
70 C -0.883 -4.780 -4.187  C71 1.558, C74 1.559, H75 1.140, H76 1.082
71 C -0.045 -3.470 -4.102  C70 1.558, C72 1.536, H77 1.077, H78 1.061
72 C -0.754 -2.477 -5.035  C71 1.536, O73 1.366, H79 1.104, H80 1.112
73 O -2.031 -2.916 -5.239  C72 1.366, C74 1.469
74 C -1.928 -4.382 -5.274  C70 1.559, O73 1.469, H81 1.095, H82 1.077
75 H -1.260 -5.026 -3.140  C70 1.140
76 H -0.311 -5.598 -4.606  C70 1.082
77 H 1.006 -3.472 -4.342  C71 1.077
78 H -0.191 -3.116 -3.113  C71 1.061
79 H -0.240 -2.534 -6.011  C72 1.104
80 H -0.852 -1.428 -4.679  C72 1.112
81 H -1.610 -4.551 -6.308  C74 1.095
82 H -2.946 -4.707 -5.142  C74 1.077
83 C -2.885 5.072 1.638  C84 1.548, C87 1.558, H88 1.097, H89 1.104
84 C -2.109 3.794 1.237  C83 1.548, C85 1.473, H90 1.136, H91 1.085
85 C -2.202 2.876 2.385  C84 1.473, O86 1.433, H92 1.100, H93 1.107
86 O -2.390 3.725 3.524  C85 1.433, C87 1.410
87 C -3.304 4.709 3.095  C83 1.558, O86 1.410, H94 1.031, H95 1.095
88 H -3.744 5.349 1.014  C83 1.097
89 H -2.210 5.942 1.710  C83 1.104
90 H -1.026 4.083 1.055  C84 1.136
91 H -2.429 3.359 0.296  C84 1.085
92 H -1.288 2.283 2.542  C85 1.100
93 H -3.082 2.219 2.246  C85 1.107
94 H -3.186 5.534 3.701  C87 1.031
95 H -4.315 4.294 3.153  C87 1.095
96 C 0.037 1.043 -4.556  C97 1.553, C100 1.534, H101 1.082, H102 1.056
97 C 0.072 2.571 -4.283  C96 1.553, C98 1.551, H103 1.116, H104 1.076
98 C 0.895 2.575 -2.968  C97 1.551, O99 1.417, H105 1.105, H106 1.113
99 O 1.848 1.527 -3.014  C98 1.417, C100 1.483
100 C 1.455 0.638 -4.133  C96 1.534, O99 1.483, H107 1.085, H108 1.074
101 H -0.020 0.829 -5.615  C96 1.082
102 H -0.732 0.548 -4.027  C96 1.056
103 H -0.922 3.031 -4.065  C97 1.116
104 H 0.505 3.119 -5.101  C97 1.076
105 H 0.094 2.334 -2.245  C98 1.105
106 H 1.329 3.552 -2.663  C98 1.113
107 H 1.498 -0.378 -3.752  C100 1.085
108 H 2.136 0.752 -4.955  C100 1.074
109 C 5.259 -1.585 -1.323  C110 1.543, C113 1.503, H114 1.129, H115 1.079
110 C 3.904 -1.915 -1.984  C109 1.543, C111 1.556, H116 1.074, H117 1.124
111 C 3.071 -2.589 -0.856  C110 1.556, O112 1.399, H118 1.075, H119 1.095
112 O 3.988 -2.954 0.136  C111 1.399, C113 1.447
113 C 5.021 -1.941 0.117  C109 1.503, O112 1.447, H120 1.044, H121 1.087
114 H 5.561 -0.498 -1.366  C109 1.129
115 H 6.007 -2.137 -1.871  C109 1.079
116 H 4.055 -2.591 -2.805  C110 1.074
117 H 3.413 -0.980 -2.370  C110 1.124
118 H 2.542 -3.472 -1.167  C111 1.075
119 H 2.290 -1.926 -0.470  C111 1.095
120 H 5.879 -2.258 0.621  C113 1.044
121 H 4.700 -1.048 0.647  C113 1.087
122 C -1.702 -0.445 0.884  C123 1.547, C126 1.553, H127 1.084, H128 1.089
123 C -0.452 0.331 0.407  C122 1.547, C124 1.573, H129 1.106, H130 1.128
124 C -0.288 -0.220 -1.057  C123 1.573, O125 1.430, H131 1.115, H132 1.086
125 O -0.545 -1.621 -0.927  C124 1.430, C126 1.409
126 C -1.553 -1.746 0.050  C122 1.553, O125 1.409, H133 1.090, H134 1.095
127 H -2.586 0.130 0.634  C122 1.084
128 H -1.554 -0.597 1.952  C122 1.089
129 H 0.440 0.094 1.018  C123 1.106
130 H -0.455 1.458 0.468  C123 1.128
131 H 0.731 -0.046 -1.477  C124 1.115
132 H -1.073 0.193 -1.682  C124 1.086
133 H -1.284 -2.582 0.697  C126 1.090
134 H -2.566 -2.015 -0.265  C126 1.095

Atom charges from the Mulliken analysis, given in e for atoms 1 to 99: -1.581, 1.960, -1.401, -0.872, -0.837, -1.467, 1.606, -1.957, -1.536, 0.825, -0.437, 0.288, 0.236, 0.458, 0.024, -0.352, 0.425, 0.126, 0.329, 0.393, 0.412, 0.471, 0.465, 0.395, 0.418, 0.149, 0.302, 0.254, 0.485, 0.320, -0.152, -0.511, -0.560, -0.398, 0.664, 0.082, 0.311, 0.389, 0.104, 0.284, 0.357, 0.388, -1.074, -0.308, -0.648, -0.326, -0.457, -0.135, 0.016, 0.541, 0.284, 0.374, 0.340, 0.081, 0.316, -0.024, -0.741, -0.715, 0.340, -0.193, -0.630, 0.257, 0.337, 0.286, 0.382, 0.098, -0.223, 0.369, 0.307, -0.612, 0.556, 0.197, -0.438, -0.482, 0.262, 0.284, 0.507, -0.664, 0.303, -0.460, 0.285, 0.319, -0.681, 0.648, -0.346, -0.460, -0.559, 0.288, 0.280, -0.458, 0.379, -0.023, 0.330, 0.384, 0.308, 0.513, -0.782, 0.113, -0.431